Entry 1:
Density functional theory data (ωB97M-V with the def2-TZVPD basis set) for 2 unconnected molecules or ions with the total composition C4H9NO3 at a distorted geometry.

Results
relative energy (zero: lowest compared OMol25 entry of this formula, charge and spin): 55.7 kcal per mole
gap between HOMO and LUMO: 8.053 eV
largest force on an atom: 0.06228 hartree/bohr
total energy: -438.2403 Eh
highest occupied orbital energy: -7.58 eV
LUMO energy: 0.477 eV
structure (SMILES): C/C(O)=C/O.[H]/N=C\O

CARTESIAN COORDINATES (ANGSTROEM)
C 1.665 -1.089 0.743
C 1.274 0.308 0.377
O 0.216 0.468 -0.487
C 1.830 1.404 0.900
O 1.473 2.672 0.531
H 0.795 -1.655 1.079
H 2.098 -1.602 -0.118
H 2.396 -1.084 1.547
H -0.218 -0.417 -0.902
H 2.576 1.379 1.677
H 0.806 2.572 -0.164
H -1.777 -0.477 -2.256
N -1.694 -1.104 -1.454
C -2.503 -0.878 -0.507
O -3.300 0.172 -0.324
H -2.452 -1.506 0.376
H -3.183 0.839 -1.018

Atom charges from the natural (NBO) analysis, given in e for atoms 1 to 2: -0.652 0.207

=====

Entry 2:
Density functional theory data (ωB97M-V with the def2-TZVPD basis set) for 2 unconnected molecules or ions with the total composition C8H12N2 at a distorted geometry.

Results
relative energy (zero: lowest compared OMol25 entry of this formula, charge and spin): 128.4 kcal per mole
gap between HOMO and LUMO: 8.698 eV
largest force on an atom: 0.13047 hartree/bohr
total energy: -421.3556 Eh
highest occupied orbital energy: -7.87 eV
LUMO energy: 0.823 eV
structure (SMILES): C#C/C=C(/C)N.C=C=NC

CARTESIAN COORDINATES (ANGSTROEM)
C 2.020 0.419 -2.104
C 1.206 -0.415 -1.716
C 0.557 -1.508 -1.075
C 0.692 -2.084 0.148
C -0.185 -3.282 0.569
N 1.711 -1.717 0.962
H 2.321 1.337 -2.424
H -0.333 -1.814 -1.763
H 0.536 -4.100 0.788
H -0.980 -3.478 -0.208
H -0.793 -3.055 1.463
H 2.041 -2.306 1.749
H 2.148 -0.849 0.764
C -2.285 1.292 1.038
C -1.542 1.964 0.274
N -0.775 2.673 -0.408
C -0.625 2.645 -1.861
H -3.201 1.820 1.419
H -1.916 0.481 1.495
H -0.373 3.652 -2.016
H -1.512 2.075 -2.288
H 0.169 1.851 -2.070

Atom charges from the natural (NBO) analysis, given in e for atoms 1 to 2: -0.283 -0.010

=====

Entry 3:
Density functional theory data (ωB97M-V with the def2-TZVPD basis set) for 5 unconnected molecules or ions with the total composition C16H29BBrN2O6.

Results
gap between HOMO and LUMO: 6.817 eV
charge: +1
largest force on an atom: 0.01775 hartree/bohr
total energy: -3786.7093 Eh
highest occupied orbital energy: -11.63 eV
LUMO energy: -4.816 eV

CARTESIAN COORDINATES (ANGSTROEM)
O 1.668 -1.314 -2.200
B 1.504 -0.010 -1.855
O 2.549 0.861 -1.730
C -0.018 0.469 -1.594
C -1.109 -0.164 -2.187
C -2.369 0.280 -1.865
Br -3.903 -0.546 -2.504
C -2.480 1.364 -0.976
N -1.453 1.981 -0.458
N -0.278 1.493 -0.788
H 1.056 -1.822 -1.652
H 2.708 1.038 -0.793
H -0.958 -0.989 -2.867
H -3.465 1.720 -0.717
H 0.515 1.965 -0.367
C 2.528 -4.066 -3.470
C 1.693 -5.283 -3.782
O 0.496 -5.275 -3.600
C 2.407 -6.495 -4.322
H 1.876 -3.286 -3.095
H 3.274 -4.305 -2.710
H 3.028 -3.708 -4.371
H 3.150 -6.843 -3.602
H 2.903 -6.249 -5.262
H 1.687 -7.291 -4.499
C -3.672 -1.994 2.332
C -2.702 -1.576 1.262
O -2.603 -0.416 0.914
C -1.859 -2.659 0.639
H -4.213 -1.123 2.694
H -4.387 -2.713 1.928
H -3.136 -2.450 3.166
H -2.497 -3.406 0.165
H -1.246 -3.141 1.402
H -1.204 -2.223 -0.114
C 1.065 0.459 4.616
C 0.761 0.891 3.206
O 1.529 0.674 2.291
C -0.540 1.608 2.965
H 2.029 -0.042 4.642
H 1.100 1.329 5.273
H 0.297 -0.230 4.970
H -0.575 2.533 3.544
H -1.380 0.967 3.237
H -0.617 1.853 1.907
C 1.364 4.706 1.060
C 0.463 5.794 1.604
O 0.041 5.740 2.733
C 0.122 6.934 0.677
H 1.521 3.958 1.834
H 0.891 4.234 0.194
H 2.329 5.124 0.769
H -0.396 6.558 -0.207
H 1.032 7.452 0.370
H -0.527 7.637 1.194

Atom charges from the natural (NBO) analysis, given in e for atoms 1 to 2: -0.855 1.144

=====

Entry 4:
Density functional theory data (ωB97M-V with the def2-TZVPD basis set) for a molecular structure, HN2O3S at a distorted geometry.

Results
relative energy (zero: lowest compared OMol25 entry of this formula, charge and spin): 99.5 kcal per mole
gap between HOMO and LUMO: 7.108 eV
charge: -1
largest force on an atom: 0.06390 hartree/bohr
total energy: -733.9575 Eh
highest occupied orbital energy: -3.05 eV
LUMO energy: 4.056 eV

CARTESIAN COORDINATES (ANGSTROEM)
N 1.452 -1.796 -0.648
N 1.880 -0.896 -0.202
O -2.729 1.354 -0.117
O 2.380 0.088 0.176
O -0.565 0.082 -0.881
S -1.688 0.279 0.121
H -0.729 0.890 1.552

Atom charges from the natural (NBO) analysis, given in e for atoms 1 to 2: -0.081 0.450

=====

Entry 5:
Density functional theory data (ωB97M-V with the def2-TZVPD basis set) for 2 unconnected molecules or ions with the total composition C4H12N4 at a distorted geometry.

Results
relative energy (zero: lowest compared OMol25 entry of this formula, charge and spin): 172.6 kcal per mole
gap between HOMO and LUMO (alpha / beta): 8.024 / 7.789 eV
charge: +2
largest force on an atom: 0.09819 hartree/bohr
total energy: -377.7248 Eh
highest occupied orbital energy (alpha / beta): -18.41 / -18.36 eV
LUMO energy (alpha / beta): -10.388 / -10.567 eV

CARTESIAN COORDINATES (ANGSTROEM)
C -0.981 -1.499 -1.339
C 1.756 -0.814 0.323
C 1.937 1.174 1.822
C -2.283 1.059 0.157
N 0.005 0.781 0.714
N 1.190 0.386 0.862
N -1.776 -1.287 -2.277
N -1.030 0.413 0.163
H -0.414 -2.374 -0.896
H 1.396 -1.257 -0.590
H 2.754 -0.583 0.222
H 1.851 -1.504 1.021
H 1.200 1.992 2.174
H 2.335 0.592 2.688
H 2.822 1.768 1.259
H -3.051 0.371 -0.153
H -2.197 2.021 -0.333
H -2.383 1.135 1.245
H -2.199 -1.994 -2.887
H -2.148 -0.334 -2.463

Atom charges from the natural (NBO) analysis, given in e for atoms 1 to 2: 0.358 -0.447